(1)
Entry from the OMol25 dataset: C10H21BCsNO3 as an isolated structure at a distorted geometry (ωB97M-V/def2-TZVPD).

Summary:
- gap between HOMO and LUMO (eV) = 7.886
- calculated total energy (a.u.) = -718.97765
- total charge = 0

```
37
C10H21BCsNO3 (ωB97M-V/def2-TZVPD)
C 2.27676 -2.50455 0.22665
C 2.12768 -1.37367 -0.79404
N 2.31638 -0.07049 -0.16808
C 1.12743 0.37893 0.56635
C 0.07295 1.11764 -0.27171
B -1.33035 1.51649 0.49133
C -1.86832 0.39308 1.58654
C -2.66083 -0.78474 0.99215
C -3.65848 -0.40540 -0.08761
C -3.15377 -0.53867 -1.49665
O -3.39217 0.23266 -2.40288
O -2.38255 -1.66747 -1.68346
C 2.84729 0.89132 -1.05546
C 3.77183 1.91664 -0.44651
O 2.60367 0.91427 -2.25532
H 2.39104 -2.10760 1.22573
H 3.13835 -3.11610 0.00642
H 1.40379 -3.14602 0.21271
H 2.90878 -1.49282 -1.53065
H 1.18967 -1.45514 -1.33680
H 1.44804 1.01037 1.41900
H 0.69990 -0.50897 1.01747
H -0.16003 0.51254 -1.14417
H 0.47439 2.03931 -0.67691
H -1.10151 2.53710 1.11500
H -2.18161 1.82831 -0.30775
H -1.06263 0.00765 2.26699
H -2.58651 0.92944 2.27381
H -1.97714 -1.56186 0.68182
H -3.23372 -1.21598 1.80787
H -4.01642 0.60413 0.03260
H -4.53296 -1.04759 -0.03712
H -2.73715 -2.13572 -2.43828
H 3.23964 2.84109 -0.26892
H 4.55898 2.09810 -1.16123
H 4.20948 1.55000 0.47131
Cs -0.76994 1.81376 3.16982
```

Results of the Mulliken charge analysis, in e, for atoms 1 through 2:
1 C -1.220
2 C -0.308


(2)
Entry from the OMol25 dataset: C71H70N12O4S2V as an isolated structure at a distorted geometry (ωB97M-V/def2-TZVPD).

Summary:
- gap between HOMO and LUMO (spin up / spin down) (eV) = 4.520 / 4.117
- calculated total energy (a.u.) = -5446.01440
- total charge = -1

```
160
C71H70N12O4S2V (ωB97M-V/def2-TZVPD)
V 0.63739 -1.08027 -0.36324
C -0.94421 0.82093 4.76806
C -0.41421 0.33643 6.11956
C -0.83741 -1.12627 6.32326
C -1.02071 1.18093 7.24586
C 1.12159 0.37143 6.25926
O 1.64589 0.46823 7.35016
N 1.81139 0.23803 5.09676
C 3.18639 0.03313 4.91976
C 4.10999 0.34323 5.91106
C 5.45990 0.13043 5.69756
C 5.91010 -0.39267 4.49656
C 5.00259 -0.67887 3.49306
C 3.64379 -0.46157 3.68656
C 2.73499 -0.62907 2.53986
C 1.56739 -1.47827 2.57936
C 1.29909 -2.36877 3.64236
C 0.07159 -2.93087 3.39906
C -0.38501 -2.39767 2.16376
N 0.55439 -1.53647 1.66036
C -1.63961 -2.63277 1.56726
C -2.03601 -2.19307 0.30426
C -3.31821 -2.47027 -0.27384
C -3.30141 -1.97237 -1.53614
C -1.98291 -1.45317 -1.76504
C -1.49001 -1.09537 -3.03264
C -0.14941 -0.92027 -3.38284
N 0.89459 -0.81557 -2.53944
C 1.99279 -0.45677 -3.28794
C 3.17869 0.04143 -2.79024
C 3.24069 0.18853 -1.33584
C 4.50269 0.62773 -0.54454
C 3.93779 1.04803 0.85776
C 2.96489 0.05753 1.40036
N 2.05809 -0.15187 0.36356
C 4.33470 0.34573 -3.64234
C 4.97969 -0.67617 -4.33054
C 6.10550 -0.41787 -5.08924
C 6.61409 0.86743 -5.14884
C 5.97270 1.90063 -4.49434
C 4.81959 1.65793 -3.75624
N 4.06549 2.68273 -3.17774
C 4.41310 3.99483 -3.06344
O 5.53939 4.40283 -3.27334
C 3.29549 4.96353 -2.67624
C 3.73119 5.63793 -1.36954
C 3.23669 5.97623 -3.82944
C 1.91159 4.34963 -2.49334
C 1.62749 -0.44887 -4.68514
C 0.30719 -0.72317 -4.74404
C -2.47401 -0.84957 -4.11404
C -3.22271 -1.86607 -4.69144
C -4.14741 -1.59547 -5.68514
C -4.32951 -0.29527 -6.12524
C -3.57510 0.72763 -5.58174
C -2.65641 0.46633 -4.56854
N -1.82431 1.49213 -4.09114
C -2.05971 2.77063 -3.67334
O -1.19261 3.60773 -3.82274
C -3.29711 3.06583 -2.81944
C -2.82001 2.67353 -1.41104
C -3.57911 4.56873 -2.88954
C -4.57191 2.28383 -3.12184
N -1.25661 -1.54777 -0.62544
C -2.58241 -3.44977 2.37396
C -2.25321 -4.76897 2.66416
C -3.06461 -5.56497 3.45076
C -4.21991 -5.03157 3.99036
C -4.56751 -3.72087 3.72766
C -3.77400 -2.92597 2.90586
N -4.13710 -1.61677 2.57346
C -5.29231 -0.95447 2.85856
O -6.12211 -1.33907 3.65756
C -5.45340 0.36953 2.08656
C -6.90310 0.83883 2.23236
C -4.50670 1.39863 2.71306
C -5.13361 0.18883 0.59806
H -2.02361 0.94103 4.84306
H -0.75551 0.10703 3.96596
H -0.52111 1.78413 4.49296
H -1.92481 -1.20497 6.31376
H -0.47671 -1.49927 7.27946
H -0.44421 -1.75957 5.53076
H -2.07561 0.94213 7.35966
H -0.92071 2.24163 7.02806
H -0.50981 0.96543 8.18116
H 1.26849 0.12633 4.25166
H 3.75729 0.75993 6.83976
H 6.16230 0.38583 6.47876
H 6.96280 -0.56247 4.32646
H 5.33710 -1.08317 2.54626
H 1.95419 -2.55227 4.47256
H -0.43181 -3.66447 4.00026
H -4.11461 -2.99717 0.21546
H -4.09811 -1.98307 -2.25244
H 4.94559 1.52503 -1.00354
H 4.68779 1.44333 1.53936
H 4.58959 -1.68087 -4.25234
H 6.59220 -1.21707 -5.62684
H 7.50830 1.07493 -5.71754
H 6.35049 2.90523 -4.56174
H 3.12839 2.42063 -2.89534
H 4.77290 5.94713 -1.43124
H 3.61459 4.93783 -0.54294
H 3.10969 6.50683 -1.16794
H 4.20960 6.43793 -3.97694
H 2.50249 6.74783 -3.61154
H 2.94870 5.46963 -4.75034
H 1.87639 3.68593 -1.63264
H 1.56269 3.82603 -3.38124
H 1.19909 5.14783 -2.29624
H 2.30739 -0.21697 -5.48314
H -0.31051 -0.81747 -5.61924
H -3.07170 -2.88167 -4.35564
H -4.72001 -2.40047 -6.12264
H -5.03820 -0.08197 -6.91334
H -3.67741 1.74003 -5.94694
H -0.83431 1.30633 -4.22454
H -3.58601 2.91223 -0.67594
H -1.90621 3.20103 -1.14974
H -2.60701 1.60543 -1.37034
H -4.30391 4.86233 -2.13444
H -3.96901 4.83403 -3.87024
H -2.65771 5.12173 -2.73284
H -4.96020 2.51123 -4.11144
H -5.32920 2.56413 -2.38994
H -4.40361 1.21373 -3.04064
H -1.33371 -5.16837 2.26386
H -2.79761 -6.59387 3.63946
H -4.85900 -5.63997 4.61176
H -5.46620 -3.30337 4.14916
H -3.49721 -1.18307 1.91956
H -7.02120 1.84063 1.82686
H -7.19640 0.84693 3.27746
H -7.57471 0.16753 1.70246
H -3.47220 1.06933 2.64456
H -4.75520 1.55023 3.76106
H -4.59471 2.35223 2.19686
H -4.06281 0.15603 0.41106
H -5.53580 1.02443 0.02846
H -5.57961 -0.72637 0.21316
S 3.57159 -2.42137 -0.28264
C 2.69969 -1.02407 -0.59144
C 5.57260 -0.33397 -0.45634
N 6.51520 -0.97867 -0.36044
C 2.13709 0.99953 -0.53474
S 0.49489 1.30973 -1.03014
C 2.90300 2.07233 0.32086
N 2.73559 3.25023 0.49256
C 0.10229 -6.06837 -0.47264
N 1.24079 -5.22067 -0.74554
C 2.49149 -5.87717 -1.03644
C 1.08579 -3.93787 -0.81824
N 0.70589 -2.84057 -0.88184
H -0.17671 -6.63647 -1.36674
H -0.74131 -5.45757 -0.15654
H 0.35969 -6.76817 0.32626
H 2.44329 -6.38607 -2.00514
H 2.68979 -6.61087 -0.25234
H 3.29389 -5.14337 -1.04864
```

Results of the Mulliken charge analysis, in e, for atoms 1 through 2:
1 V -0.208
2 C -1.767


(3)
Entry from the OMol25 dataset: a 10-piece molecular cluster, C10H40N20O10 overall at a distorted geometry (ωB97M-V/def2-TZVPD).

Summary:
- energy above the lowest of the compared OMol25 structures with the same formula, charge and spin (kcal/mol) = 265.2
- gap between HOMO and LUMO (eV) = 9.071
- SMILES = NC(N)=O.NC(N)=O.NC(N)=O.NC(N)=O.NC(N)=O.NC(N)=O.NC(N)=O.NC(N)=O.NC(N)=O.NC(N)=O
- calculated total energy (a.u.) = -2252.59637
- total charge = 0

```
80
C10H40N20O10 (ωB97M-V/def2-TZVPD)
N 8.53407 28.90771 9.24897
C 8.25358 28.44443 10.42839
N 7.98051 29.37359 11.25091
O 8.41472 27.30874 10.81449
H 8.65295 28.27210 8.47312
H 8.44723 29.88383 9.00449
H 7.74778 30.21977 10.75099
H 7.56967 29.09276 12.12981
N -0.61449 28.57896 9.25862
C -0.02158 28.97663 10.32449
N -0.08439 28.18431 11.38144
O 0.40658 30.05448 10.46726
H -0.76781 29.21799 8.49165
H -0.68064 27.57367 9.18703
H -0.55688 27.29338 11.32578
H 0.28305 28.51577 12.26191
N -2.10268 35.52385 10.32053
C -1.68977 36.70274 10.12319
N -2.63164 37.32296 9.47009
O -0.71518 37.33244 10.66436
H -1.43152 35.00437 10.86806
H -2.81253 35.10294 9.73825
H -2.54301 38.32742 9.41260
H -3.02949 36.75267 8.73758
N 6.34060 25.04984 16.87127
C 7.28583 24.71511 17.51835
N 7.99621 25.78633 17.73719
O 7.50356 23.52548 17.85903
H 6.40342 26.02742 16.62532
H 5.92463 24.29970 16.33800
H 8.67130 25.55661 18.45244
H 7.89340 26.76408 17.50586
N 6.20904 29.91770 23.44257
C 6.18622 28.63534 23.61322
N 5.45034 27.99484 22.71704
O 6.58492 28.06677 24.60247
H 6.34056 30.44647 24.29299
H 5.60825 30.26758 22.70995
H 5.17464 28.57618 21.93849
H 5.03677 27.12275 23.01457
N 3.58570 33.82033 7.35712
C 4.85989 33.75044 7.46239
N 5.37799 34.55820 6.57167
O 5.37948 33.24486 8.43913
H 3.18327 33.22362 8.06570
H 3.06473 33.86079 6.49280
H 6.37448 34.70833 6.50409
H 4.68047 35.12114 6.10621
N 1.02137 31.76890 25.34709
C 1.22116 31.66422 24.11912
N 1.75022 32.76557 23.69287
O 0.90739 30.63533 23.55948
H 0.85591 32.64237 25.82642
H 0.80515 30.92712 25.86164
H 1.65097 33.60553 24.24487
H 2.05754 32.90618 22.74109
N 3.24699 31.07813 16.94185
C 3.95672 30.72752 15.88473
N 3.51055 31.40460 14.88351
O 4.71826 29.78523 15.81329
H 3.34398 30.36458 17.65006
H 2.48929 31.69393 16.68342
H 3.98917 31.17869 14.02328
H 2.83003 32.15074 14.89987
N -3.75248 31.27931 14.04827
C -3.33399 32.08868 14.92053
N -4.16637 32.46152 15.81920
O -2.14101 32.26228 15.00899
H -3.02498 30.87082 13.47907
H -4.72651 31.02024 13.98321
H -3.91051 32.71929 16.76164
H -5.06159 32.66956 15.40035
N 3.98299 38.73279 12.53086
C 4.79145 37.66948 12.39949
N 4.21656 36.70868 11.74659
O 5.90338 37.62032 12.85215
H 3.10120 38.66410 12.04321
H 4.23210 39.50120 13.13716
H 4.49742 35.74157 11.66979
H 3.28550 37.00503 11.49084
```

Results of the Mulliken charge analysis, in e, for atoms 1 through 2:
1 N -0.373
2 C 0.622